Record 1
Density functional theory data (the ωB97M-V functional and the def2-TZVPD basis) for an isolated ion of composition C23H25ClN and charge +1 at a distorted geometry.

* HOMO: -11.776 eV
* relative energy (zero: lowest compared OMol25 entry of this formula, charge and spin): 0.0 kJ/mol
* SMILES: Clc1ccc([C@]2([N+](=C3CCCCC3)c3ccccc3)C=CCC2)cc1
* net charge: +1
* orbital gap: 8.22 eV

```
50
C23H25ClN the ωB97M-V functional and the def2-TZVPD basis
Cl 4.138 0.127 2.266
C 2.430 0.192 2.226
C 1.788 1.438 2.167
C 0.393 1.479 2.046
C -0.331 0.297 1.894
C -1.805 0.424 1.440
N -1.791 0.909 0.057
C -1.127 0.339 -0.947
C -0.436 -0.971 -0.824
C -0.314 -1.776 -2.134
C 0.213 -0.947 -3.303
C -0.663 0.283 -3.513
C -0.934 1.096 -2.224
C -2.465 2.168 -0.187
C -3.857 2.193 -0.284
C -4.509 3.422 -0.294
C -3.762 4.608 -0.296
C -2.364 4.569 -0.314
C -1.706 3.338 -0.287
C -2.516 1.415 2.336
C -3.727 0.984 2.741
C -4.033 -0.400 2.236
C -2.709 -0.843 1.566
C 0.287 -0.929 2.155
C 1.685 -0.992 2.267
H 2.369 2.357 2.199
H -0.125 2.443 2.078
H 0.591 -0.747 -0.480
H -0.898 -1.623 -0.072
H 0.350 -2.634 -1.975
H -1.304 -2.171 -2.404
H 1.252 -0.645 -3.125
H 0.210 -1.552 -4.219
H -0.200 0.938 -4.262
H -1.626 -0.041 -3.933
H -1.772 1.775 -2.431
H -0.050 1.743 -2.070
H -4.386 1.235 -0.275
H -5.598 3.447 -0.275
H -4.274 5.572 -0.284
H -1.769 5.483 -0.318
H -0.614 3.255 -0.321
H -2.041 2.358 2.602
H -4.458 1.573 3.300
H -4.893 -0.444 1.540
H -4.270 -1.072 3.075
H -2.895 -1.374 0.625
H -2.197 -1.521 2.256
H -0.313 -1.840 2.233
H 2.185 -1.951 2.358
```

Atom charges from the Mulliken analysis, given in e for atoms 1 to 8:
1. Cl -0.185
2. C 0.257
3. C -0.999
4. C -0.425
5. C 0.066
6. C 1.789
7. N 0.647
8. C 1.654


Record 2
Density functional theory data (the ωB97M-V functional and the def2-TZVPD basis) for one molecule with the formula C12H16N2S.

* HOMO: -8.425 eV
* relative energy (zero: lowest compared OMol25 entry of this formula, charge and spin): 0.4 kJ/mol
* SMILES: CC[C@H](C)SCc1nc2ccccc2[nH]1
* net charge: 0
* orbital gap: 9.14 eV

```
31
C12H16N2S the ωB97M-V functional and the def2-TZVPD basis
C 3.888 -1.565 1.320
C 4.101 -0.189 0.701
C 3.075 0.129 -0.382
C 3.426 1.397 -1.144
S 1.418 0.308 0.403
C 0.361 -0.190 -1.011
C -1.067 -0.155 -0.625
N -1.931 -1.084 -0.910
C -3.127 -0.649 -0.394
C -4.385 -1.241 -0.411
C -5.418 -0.563 0.201
C -5.223 0.674 0.819
C -3.983 1.281 0.847
C -2.941 0.606 0.233
N -1.613 0.898 0.057
H 4.627 -1.748 2.096
H 2.898 -1.630 1.765
H 3.981 -2.342 0.565
H 4.043 0.577 1.478
H 5.097 -0.140 0.254
H 2.985 -0.718 -1.068
H 3.504 2.236 -0.457
H 4.379 1.275 -1.656
H 2.668 1.630 -1.889
H 0.626 -1.203 -1.315
H 0.555 0.507 -1.831
H -4.534 -2.195 -0.888
H -6.408 -0.995 0.206
H -6.063 1.166 1.287
H -3.832 2.237 1.325
H -1.108 1.688 0.422
```

Atom charges from the Mulliken analysis, given in e for atoms 1 to 8:
1. C -1.202
2. C -0.603
3. C 0.316
4. C -1.422
5. S -0.209
6. C -0.406
7. C 0.116
8. N -0.740


Record 3
Density functional theory data (the ωB97M-V functional and the def2-TZVPD basis) for C37H36N6O3PPb as an isolated structure.

* HOMO: -15.949 eV
* relative energy (zero: lowest compared OMol25 entry of this formula, charge and spin): 107.4 kJ/mol
* net charge: +3
* orbital gap: 8.03 eV

```
84
C37H36N6O3PPb the ωB97M-V functional and the def2-TZVPD basis
Pb 0.488 0.731 0.037
C 0.509 4.145 0.594
C 1.721 3.988 -0.340
C 1.274 3.609 -1.727
C 1.197 4.538 -2.754
C 0.704 4.147 -3.988
C 0.307 2.828 -4.169
C 0.413 1.963 -3.100
N 0.877 2.342 -1.903
N 0.156 2.893 1.326
C 0.961 2.823 2.571
C 0.774 1.515 3.302
C 0.722 1.453 4.683
C 0.558 0.216 5.292
C 0.452 -0.920 4.502
C 0.520 -0.774 3.131
N 0.674 0.420 2.542
C -1.279 2.922 1.689
C -2.186 2.522 0.557
C -3.415 3.128 0.373
C -4.269 2.643 -0.606
C -3.865 1.565 -1.382
C -2.619 1.021 -1.150
N -1.794 1.487 -0.203
H -0.357 4.447 0.006
H 0.696 4.935 1.325
H 2.400 3.225 0.052
H 2.276 4.924 -0.378
H 1.529 5.556 -2.592
H 0.631 4.858 -4.799
H -0.071 2.478 -5.119
H 0.126 0.918 -3.198
H 0.695 3.651 3.233
H 2.014 2.942 2.306
H 0.811 2.354 5.277
H 0.506 0.139 6.370
H 0.316 -1.898 4.942
H 0.460 -1.635 2.472
H -1.556 3.909 2.069
H -1.444 2.207 2.499
H -3.708 3.966 0.993
H -5.238 3.101 -0.760
H -4.502 1.154 -2.153
H -2.259 0.180 -1.734
N 2.468 -2.493 -0.016
C 2.406 -3.890 0.170
C 3.103 -4.486 1.215
C 3.016 -5.849 1.450
C 2.217 -6.662 0.653
C 1.498 -6.092 -0.374
C 1.584 -4.714 -0.623
P 0.592 -4.095 -1.947
C -0.563 -5.228 -2.670
C -0.214 -5.745 -3.926
C -1.084 -6.602 -4.578
C -2.300 -6.930 -3.996
C -2.641 -6.426 -2.745
C -1.778 -5.582 -2.070
C 1.556 -3.331 -3.224
C 0.933 -2.536 -4.192
C 1.686 -2.034 -5.237
C 3.043 -2.334 -5.330
C 3.656 -3.135 -4.376
C 2.915 -3.641 -3.318
H 3.212 -2.097 0.543
H 2.614 -2.230 -0.983
H 3.735 -3.870 1.847
H 3.590 -6.286 2.258
H 2.152 -7.725 0.838
H 0.857 -6.706 -0.997
H 0.733 -5.488 -4.382
H -0.812 -7.010 -5.543
H -2.986 -7.587 -4.514
H -3.582 -6.703 -2.285
H -2.040 -5.239 -1.081
H -0.133 -2.342 -4.137
H 1.213 -1.425 -5.997
H 3.622 -1.955 -6.162
H 4.707 -3.379 -4.461
H 3.383 -4.289 -2.583
O -1.063 -3.788 0.389
N -0.931 -2.739 -0.158
O -1.306 -1.646 0.189
O -0.272 -2.729 -1.416
```

Atom charges from the Mulliken analysis, given in e for atoms 1 to 8:
1. Pb 1.258
2. C -0.865
3. C -1.045
4. C 0.508
5. C -0.793
6. C -0.414
7. C -0.861
8. C -0.085


Record 4
Density functional theory data (the ωB97M-V functional and the def2-TZVPD basis) for one molecule with the formula CH2N2O2S at a distorted geometry.

* HOMO (alpha / beta): -7.571 / -11.945 eV
* relative energy (zero: lowest compared OMol25 entry of this formula, charge and spin): 369.0 kJ/mol
* net charge: 0
* ⟨S²⟩: 2.015
* orbital gap (alpha / beta): 7.62 / 6.22 eV
* multiplicity: 3

```
8
CH2N2O2S the ωB97M-V functional and the def2-TZVPD basis
C -1.094 1.246 -0.405
N -1.488 2.300 -0.378
N 1.202 -0.241 0.404
O -0.313 -1.546 -1.160
O -1.090 -1.215 1.149
S -0.371 -0.741 -0.001
H 1.282 0.714 0.777
H 1.874 -0.518 -0.385
```

Taken from the Mulliken analysis, the atomic charges in e are:
1. C 0.032
2. N -0.255
3. N -0.389
4. O -0.502
5. O -0.485
6. S 0.959
7. H 0.307
8. H 0.331